1.
Computed, not measured: C18H11F10N3OTi as an isolated structure, with ωB97M-V/def2-TZVPD.

- ΔE to the lowest compared entry with this formula, charge and spin (eV) = 0.000
- total charge = +1
- multiplicity = 2
- HOMO level (alpha / beta) (eV) = -11.8 / -11.8
- ⟨S²⟩ = 0.756
- energy (a.u.) = -2779.89318

Cartesian coordinates (Å):
Ti (-0.2742, 0.4322, 0.0936)
C (-1.9637, 0.1220, -2.5762)
N (-1.0810, -0.6826, -1.7051)
C (0.1158, -1.1257, -2.4867)
C (1.3773, -1.1216, -1.6290)
N (1.3583, 0.1290, -0.8659)
C (2.1725, 1.2042, -1.2055)
C (1.6160, 2.4749, -1.1136)
F (0.2834, 2.5214, -0.7345)
C (2.2848, 3.6498, -1.3720)
F (1.6754, 4.8201, -1.2592)
C (3.6116, 3.5672, -1.7663)
F (4.2958, 4.6681, -2.0320)
C (4.2161, 2.3224, -1.8729)
F (5.4864, 2.2441, -2.2324)
C (3.5126, 1.1624, -1.5851)
F (4.1485, -0.0081, -1.6587)
C (-1.8504, -1.8412, -1.1663)
C (-1.2314, -2.3570, 0.1232)
N (-0.9329, -1.1748, 0.9357)
C (-1.4158, -1.0915, 2.2387)
C (-1.8573, 0.1516, 2.6733)
F (-1.7884, 1.1707, 1.7377)
C (-2.3376, 0.4209, 3.9348)
F (-2.7389, 1.6393, 4.2653)
C (-2.3981, -0.6260, 4.8421)
F (-2.8563, -0.4204, 6.0664)
C (-1.9678, -1.8889, 4.4583)
F (-2.0097, -2.8835, 5.3292)
C (-1.4754, -2.1142, 3.1819)
F (-1.0343, -3.3339, 2.8671)
H (-2.3036, -0.4545, -3.4413)
H (-1.4260, 0.9990, -2.9356)
H (-2.8387, 0.4482, -2.0145)
H (0.2573, -0.4057, -3.2931)
H (-0.0706, -2.1016, -2.9428)
H (2.2535, -1.1985, -2.2705)
H (1.4108, -1.9690, -0.9445)
H (-1.9375, -2.6209, -1.9283)
H (-2.8535, -1.4790, -0.9385)
H (-0.3335, -2.9499, -0.0602)
H (-1.9474, -3.0132, 0.6177)
O (1.7761, 1.4764, 2.7495)
C (1.0719, 1.2380, 1.9160)

Cartesian forces, eV/Å:
Ti 0.045 -0.132 0.125
C -0.018 0.035 -0.023
N -0.014 -0.029 0.050
C 0.005 0.012 -0.013
C -0.005 0.029 -0.037
N 0.074 0.069 0.002
C -0.003 -0.014 -0.020
C 0.001 0.004 0.005
F -0.006 0.016 -0.042
C -0.004 0.009 -0.004
F 0.001 0.001 -0.003
C -0.007 -0.005 0.002
F 0.004 -0.004 0.004
C -0.004 -0.002 -0.001
F -0.002 0.000 0.000
C -0.003 0.011 -0.009
F 0.007 0.000 0.001
C 0.037 0.041 -0.025
C -0.005 -0.001 -0.029
N -0.070 0.059 0.026
C -0.007 -0.019 0.042
C -0.001 0.011 -0.011
F -0.002 -0.011 -0.034
C -0.004 0.007 -0.004
F 0.001 -0.003 0.008
C 0.004 -0.013 -0.007
F 0.001 0.005 0.005
C -0.007 0.012 0.002
F 0.000 -0.002 0.001
C -0.022 -0.008 -0.015
F 0.009 0.004 0.001
H -0.001 -0.010 0.010
H 0.008 -0.008 0.004
H 0.001 -0.003 -0.001
H -0.001 0.001 0.001
H 0.001 0.001 -0.002
H 0.005 -0.015 0.007
H -0.006 0.006 0.006
H -0.012 -0.015 0.009
H -0.002 0.000 0.006
H -0.001 -0.002 0.003
H 0.009 -0.008 0.001
O 0.002 0.007 -0.005
C -0.006 -0.035 -0.036

2.
Computed, not measured: C18H11N7O12RhS3Sb as an isolated structure at a distorted geometry, with ωB97M-V/def2-TZVPD.

- ΔE to the lowest compared entry with this formula, charge and spin (eV) = 2.167
- total charge = -1
- multiplicity = 6
- HOMO level (alpha / beta) (eV) = -3.4 / -6.2
- ⟨S²⟩ = 8.801
- energy (a.u.) = -3523.77382

Cartesian coordinates (Å):
Rh (-0.1544, 0.0235, 0.0632)
S (-1.8745, -1.2794, -3.9085)
Sb (-1.9406, -2.2259, -1.7834)
S (0.3376, -1.9423, -1.0534)
S (-2.5848, -0.2652, -0.4887)
O (-0.4374, -2.0399, 3.6613)
C (0.0635, -1.3166, 2.8304)
O (-0.5316, -0.9912, 1.7083)
C (1.4261, -0.7102, 3.1131)
C (2.3841, -0.5563, 2.1210)
C (3.5787, 0.0646, 2.4244)
C (3.8673, 0.5062, 3.6947)
C (2.9138, 0.3063, 4.6704)
C (1.7007, -0.2881, 4.4027)
N (3.2069, 0.7623, 6.0515)
O (2.3352, 0.6328, 6.8783)
O (4.3019, 1.2299, 6.2690)
N (4.5612, 0.3140, 1.3432)
O (4.2103, 0.0937, 0.2110)
O (5.6518, 0.7246, 1.6583)
H (2.2374, -0.9526, 1.1318)
H (4.8052, 0.9893, 3.9207)
H (0.9737, -0.4273, 5.1922)
O (0.5143, 2.4460, -3.2576)
C (0.0411, 2.2631, -2.1564)
O (0.1309, 1.0875, -1.5442)
C (-0.5417, 3.3886, -1.3427)
C (-0.0420, 4.6664, -1.5612)
C (-0.4986, 5.7090, -0.7233)
C (-1.4026, 5.5087, 0.2891)
C (-1.8985, 4.2144, 0.4890)
C (-1.4798, 3.1544, -0.3553)
N (-2.7552, 3.9467, 1.5430)
O (-3.2354, 4.9123, 2.2311)
O (-3.0464, 2.7104, 1.7739)
N (0.0375, 7.0560, -0.9130)
O (0.9117, 7.2097, -1.7537)
O (-0.3944, 7.9717, -0.2300)
H (0.6854, 4.8513, -2.3351)
H (-1.7138, 6.3180, 0.9304)
H (-1.9018, 2.1872, -0.1882)
N (2.1065, 4.9335, 0.7133)
C (1.2971, 4.0015, 1.2840)
C (1.1495, 2.7270, 0.7164)
N (0.2946, 1.8590, 1.2312)
C (-0.4023, 2.1927, 2.3222)
C (-0.2098, 3.4338, 2.8902)
N (0.6265, 4.3398, 2.3822)
H (2.5712, 4.7557, -0.1561)
H (2.1981, 5.8296, 1.1509)
H (1.7167, 2.4292, -0.1556)
H (-1.1198, 1.4818, 2.7069)
H (-0.7677, 3.7251, 3.7736)

Cartesian forces, eV/Å:
Rh 0.971 0.067 0.350
S -0.079 0.158 -0.072
Sb 0.375 -0.118 0.253
S -0.490 0.096 -0.074
S -0.111 0.037 -0.114
O -0.022 0.056 -0.046
C 0.123 0.221 -0.207
O -0.181 -0.231 0.457
C -0.139 -0.056 -0.383
C -0.031 -0.066 0.028
C -0.027 0.092 -0.004
C 0.392 0.203 0.148
C 0.071 0.083 0.036
C -0.214 -0.042 0.316
N -0.056 -0.085 -0.218
O -0.255 -0.069 0.128
O 0.274 0.095 -0.075
N -0.188 -0.198 0.353
O -0.325 -0.150 -0.497
O 0.421 0.210 0.290
H -0.140 0.058 -0.285
H 0.004 0.014 -0.003
H 0.013 0.002 -0.073
O -0.228 -0.154 0.242
C 0.331 -0.054 0.248
O -0.125 0.235 -0.559
C -0.323 0.092 -0.253
C -0.091 0.560 0.224
C -0.119 -0.700 -0.403
C 0.073 0.280 -0.105
C -0.229 -0.557 -0.170
C -0.427 0.847 -0.088
N -0.512 -0.120 0.325
O 0.464 -0.695 -0.372
O -0.104 0.789 -0.154
N 0.214 0.488 -0.071
O -0.079 -0.161 0.096
O 0.009 -0.365 -0.083
H -0.014 0.015 -0.035
H -0.035 -0.047 0.029
H -0.112 -0.164 0.072
N 0.235 -0.272 0.265
C 0.060 0.028 0.018
C 0.553 -0.050 0.236
N -0.115 -0.456 0.032
C 0.079 -0.332 0.038
C 0.229 0.330 0.181
N -0.049 -0.113 0.129
H -0.050 0.048 -0.060
H -0.046 0.098 0.035
H -0.017 -0.013 0.019
H 0.040 0.096 -0.054
H -0.001 -0.029 -0.090

3.
Computed, not measured: C18H12BCrF4N5 as an isolated structure, with ωB97M-V/def2-TZVPD.

- ΔE to the lowest compared entry with this formula, charge and spin (eV) = 0.000
- total charge = 0
- multiplicity = 5
- HOMO level (alpha / beta) (eV) = -8.2 / -8.5
- ⟨S²⟩ = 6.012
- energy (a.u.) = -2436.07114

Cartesian coordinates (Å):
Cr (0.3922, 0.8295, 0.8631)
C (-3.0450, 3.0439, 2.2390)
C (-4.1400, 2.5506, 1.5408)
C (-3.9390, 1.5131, 0.6659)
C (-2.6622, 0.9653, 0.4815)
N (-1.5905, 1.4660, 1.1429)
C (-1.8162, 2.4826, 2.0086)
N (-2.6236, -0.1040, -0.3963)
C (-1.5715, -0.7460, -0.7397)
N (-0.2530, -0.5345, -0.3850)
C (0.5216, -1.4924, -1.0106)
N (1.7877, -1.6767, -0.9681)
C (2.6784, -0.9355, -0.2125)
C (4.0205, -1.3091, -0.3652)
C (5.0107, -0.6842, 0.3504)
C (4.6495, 0.3300, 1.2293)
C (3.3245, 0.6653, 1.3295)
N (2.3314, 0.0674, 0.6286)
C (-0.3541, -2.3662, -1.8225)
C (-0.0675, -3.4410, -2.6383)
C (-1.1355, -4.0480, -3.2894)
C (-2.4397, -3.5830, -3.1207)
C (-2.7136, -2.4976, -2.2961)
C (-1.6446, -1.9060, -1.6555)
H (-3.1313, 3.8523, 2.9503)
H (-5.1281, 2.9683, 1.6875)
H (-4.7409, 1.0699, 0.0940)
H (-0.9633, 2.8645, 2.5396)
H (4.2225, -2.1090, -1.0621)
H (6.0463, -0.9786, 0.2364)
H (5.3754, 0.8605, 1.8279)
H (3.0345, 1.4563, 2.0020)
H (0.9502, -3.7890, -2.7607)
H (-0.9540, -4.8935, -3.9406)
H (-3.2500, -4.0749, -3.6439)
H (-3.7201, -2.1243, -2.1570)
F (0.7917, 4.4053, 2.1644)
B (1.5376, 3.3359, 1.7281)
F (1.0934, 2.1043, 2.4545)
F (2.8892, 3.4838, 1.9219)
F (1.2265, 2.9790, 0.3779)

Cartesian forces, eV/Å:
Cr 0.262 0.424 0.461
C -0.041 0.041 0.044
C -0.036 -0.035 -0.039
C -0.095 -0.048 -0.036
C 0.177 -0.074 -0.076
N -0.392 0.018 0.001
C 0.117 -0.054 -0.041
N -0.209 0.231 0.178
C 0.270 0.025 0.034
N -0.284 -0.496 -0.345
C -0.057 0.140 0.072
N 0.209 0.010 0.079
C -0.103 0.093 0.000
C -0.007 -0.104 -0.064
C 0.003 -0.003 -0.010
C 0.082 -0.053 -0.026
C -0.184 0.000 0.108
N 0.329 -0.229 -0.072
C 0.028 0.085 0.012
C 0.064 -0.084 -0.034
C 0.004 0.006 0.005
C -0.004 0.008 0.005
C -0.104 -0.027 -0.014
C 0.033 0.081 0.006
H -0.001 0.001 -0.019
H 0.016 -0.016 -0.023
H -0.013 0.021 0.027
H 0.172 -0.011 -0.001
H 0.030 0.001 0.018
H -0.025 -0.004 -0.021
H -0.003 0.004 -0.016
H 0.061 -0.253 -0.096
H -0.033 0.015 0.001
H -0.009 0.009 0.010
H 0.017 0.001 0.008
H 0.030 -0.007 -0.007
F 0.147 -0.385 -0.118
B -0.089 0.351 -0.055
F -0.158 0.027 -0.154
F -0.260 0.158 -0.020
F 0.055 0.136 0.218